(1)
Below is C35H36CuGeN3O2Se as an isolated structure, with properties calculated with ωB97M-V/def2-TZVPD.

## Properties
spin multiplicity	2
electronic energy	-7788.89261	hartree
Kohn-Sham gap (spin up / spin down)	6.69 / 6.59	eV
net charge	-1
LUMO energy (spin up / spin down)	2.571 / 2.515	eV
HOMO energy (spin up / spin down)	-0.15153 / -0.14980	Eh

The geometry in XYZ format:
```
79
Properties=species:S:1:pos:R:3:lowdin_spin:R:1
Cu -0.2085 0.5934 -0.7457 0.66
C -0.2110 -1.3255 -4.3321 0.00
C 0.3393 -0.9643 -2.9761 0.00
O -0.5540 -0.7850 -2.0714 0.04
C 1.7152 -0.9057 -2.7875 0.00
C 2.3153 -0.7528 -1.5000 0.00
C 3.7107 -1.2580 -1.2609 0.00
N 1.6116 -0.2720 -0.5252 0.07
N 2.1318 -0.3330 0.7581 0.01
C 1.2225 -0.6096 1.6142 0.00
O -0.0493 -0.8933 1.2502 0.00
C 1.5186 -0.6066 3.0651 0.00
C 2.8337 -0.6487 3.5225 0.00
C 3.0941 -0.6828 4.8826 0.00
C 2.0449 -0.6664 5.7948 0.00
C 0.7352 -0.6078 5.3405 0.00
C 0.4695 -0.5793 3.9793 0.00
H -0.9426 -2.1263 -4.2088 0.00
H -0.7419 -0.4620 -4.7383 0.00
H 0.5659 -1.6321 -5.0318 0.00
H 2.3586 -1.1415 -3.6237 0.00
H 4.2073 -1.4646 -2.2073 0.00
H 4.2834 -0.5325 -0.6835 0.00
H 3.6752 -2.1793 -0.6755 0.00
H 3.6377 -0.6604 2.7983 0.00
H 4.1178 -0.7237 5.2347 0.00
H 2.2502 -0.6972 6.8579 0.00
H -0.0859 -0.5893 6.0463 0.00
H -0.5467 -0.5313 3.6123 0.00
C -0.0366 4.9633 2.2496 0.00
C 0.2703 4.9065 0.7465 0.00
C 1.7034 5.3949 0.5001 0.00
C -0.7148 5.8115 -0.0062 0.00
C 0.1264 3.5191 0.2738 0.01
C 0.0045 2.3767 -0.1189 0.07
H 0.0298 5.9938 2.6135 0.00
H 0.6726 4.3484 2.8063 0.00
H -1.0399 4.5829 2.4461 0.00
H 1.8137 6.4340 0.8273 0.00
H 1.9494 5.3342 -0.5610 0.00
H 2.4155 4.7773 1.0493 0.00
H -0.6309 6.8438 0.3490 0.00
H -1.7388 5.4682 0.1468 0.00
H -0.5084 5.7926 -1.0775 0.00
Se -2.6948 0.3399 0.4449 0.11
C -4.2018 -0.0601 -0.6096 0.01
C -4.1442 -0.1652 -2.0036 0.00
C -5.2782 -0.5112 -2.7167 0.00
N -6.4707 -0.7687 -2.1700 0.00
C -6.5242 -0.6646 -0.8397 0.00
C -5.4511 -0.3222 -0.0345 0.01
H -3.2086 0.0149 -2.5188 0.00
H -5.2248 -0.5954 -3.7990 0.00
H -7.4908 -0.8694 -0.3857 0.00
H -5.5762 -0.2598 1.0400 0.00
Ge -0.3795 -2.6533 0.8307 0.00
C -1.7519 -3.1576 -0.4310 0.00
C -1.3077 -3.8235 -1.5723 0.00
C -2.2153 -4.3591 -2.4768 0.00
C -3.5780 -4.2396 -2.2424 0.00
C -4.0297 -3.5851 -1.1040 0.00
C -3.1217 -3.0484 -0.2031 0.00
C -0.6190 -3.4277 2.6000 0.00
C 0.4566 -4.0335 3.2464 0.00
C 0.3352 -4.4957 4.5504 0.00
C -0.8703 -4.3563 5.2233 0.00
C -1.9514 -3.7560 4.5903 0.00
C -1.8262 -3.2946 3.2871 0.00
H 0.9771 -3.1164 0.2617 0.00
H -0.2444 -3.9058 -1.7732 0.00
H -1.8565 -4.8610 -3.3675 0.00
H -4.2892 -4.6492 -2.9494 0.00
H -5.0916 -3.4703 -0.9223 0.00
H -3.4861 -2.4989 0.6544 0.00
H 1.4093 -4.1291 2.7357 0.00
H 1.1846 -4.9525 5.0438 0.00
H -0.9663 -4.7088 6.2435 0.00
H -2.8916 -3.6383 5.1156 0.00
H -2.6661 -2.7961 2.8159 0.00
```

(2)
Below is C35H36F4Ge3IN6PdSe as an isolated structure, with properties calculated with ωB97M-V/def2-TZVPD.

## Properties
spin multiplicity	4
electronic energy	-11140.35211	hartree
Kohn-Sham gap (spin up / spin down)	6.61 / 4.88	eV
net charge	+2
LUMO energy (spin up / spin down)	-6.799 / -9.125	eV
HOMO energy (spin up / spin down)	-0.49274 / -0.51454	Eh

The geometry in XYZ format:
```
87
Properties=species:S:1:pos:R:3:lowdin_spin:R:1
Pd -1.0335 -0.7510 0.2712 0.74
C -4.1628 -4.4191 -3.1714 0.00
Ge -3.5961 -3.2434 -1.7322 0.00
C -3.7713 -1.3530 -2.1981 0.00
C -4.6276 -3.5862 -0.1067 0.00
C -1.6325 -3.5813 -1.5889 0.02
Se -0.4865 -3.1042 -0.0753 0.09
C -1.2226 -4.2568 1.2981 0.02
H -5.2039 -4.2391 -3.4330 0.00
H -4.0690 -5.4602 -2.8631 0.00
H -3.5597 -4.2717 -4.0664 0.00
H -4.8196 -1.0681 -2.2651 0.00
H -3.2951 -1.1325 -3.1522 0.00
H -3.3097 -0.7244 -1.4282 0.00
H -5.6403 -3.8537 -0.4080 0.00
H -4.7048 -2.6968 0.5174 0.00
H -4.2556 -4.4113 0.4975 0.00
H -1.1454 -3.0448 -2.4089 0.00
H -1.4023 -4.6380 -1.7464 0.00
H -2.2948 -4.1298 1.3915 0.00
H -0.7151 -4.0083 2.2260 0.00
H -0.9679 -5.2716 1.0006 0.00
C -3.1774 -1.8581 3.1297 0.01
Ge -2.3392 -0.1309 3.4731 0.00
C -1.9005 0.1601 5.3609 0.00
C -3.5329 1.2509 2.7834 0.00
Ge -0.0304 -0.0321 2.5320 -0.01
C 0.8065 1.7029 2.4340 0.00
C -0.0076 2.8050 2.7189 0.00
C 0.5160 4.0883 2.7844 0.00
C 1.8655 4.2895 2.5539 0.00
C 2.6932 3.2078 2.2716 0.00
C 2.1708 1.9300 2.2153 0.00
C 1.1331 -1.4824 3.0759 0.00
C 0.5640 -2.4349 3.9306 0.00
C 1.3235 -3.4516 4.4914 0.00
C 2.6702 -3.5478 4.1853 0.00
C 3.2552 -2.6218 3.3307 0.00
C 2.4988 -1.5988 2.7900 0.00
H -4.1579 -1.8855 3.6049 0.00
H -2.6037 -2.7058 3.4991 0.00
H -3.3363 -2.0036 2.0564 0.01
H -2.7994 -0.0267 5.9487 0.00
H -1.5913 1.1906 5.5325 0.00
H -1.1135 -0.4995 5.7205 0.00
H -4.3493 1.3452 3.5010 0.00
H -3.9591 0.9540 1.8268 0.00
H -3.0800 2.2305 2.6701 0.00
H -1.0661 2.6690 2.8985 0.00
H -0.1281 4.9261 3.0134 0.00
H 2.2789 5.2876 2.5970 0.00
H 3.7501 3.3680 2.1080 0.00
H 2.8389 1.1082 2.0022 0.00
H -0.4867 -2.3801 4.1908 0.00
H 0.8660 -4.1616 5.1663 0.00
H 3.2682 -4.3404 4.6132 0.00
H 4.3073 -2.6951 3.0948 0.00
H 2.9913 -0.8965 2.1326 0.00
F -1.3467 0.3082 -2.8300 0.01
C -1.4726 1.3295 -3.6841 0.04
C -1.6737 1.0608 -5.0135 0.04
F -1.7720 -0.2116 -5.3701 0.00
C -1.7577 2.0931 -5.9673 0.07
C -1.6166 3.4026 -5.4915 0.06
C -1.4093 3.6714 -4.1431 0.07
F -1.3047 4.9249 -3.7499 0.02
C -1.3410 2.6430 -3.2013 0.08
C -1.1457 2.9196 -1.8016 0.33
C -1.5695 2.0215 -0.7953 0.06
N -1.9283 1.3384 0.0654 0.15
C -0.4971 4.0619 -1.2988 0.04
N 0.1171 4.9252 -0.8420 0.20
F -1.6766 4.4363 -6.3041 0.01
C -1.9739 1.8115 -7.3870 0.34
C -2.0841 2.8341 -8.3404 0.04
N -2.1899 3.6426 -9.1562 0.21
C -2.0834 0.4979 -7.8726 0.03
N -2.1942 -0.5704 -8.2926 0.20
I 4.9819 -1.0189 -1.3035 0.00
C 3.1267 -0.2349 -0.9250 0.00
C 2.7100 1.0748 -1.0505 0.00
N 1.4251 1.1199 -0.6698 0.01
N 0.9726 -0.0852 -0.2843 0.08
C 2.0058 -0.9151 -0.4375 0.00
H 3.2317 1.9654 -1.3562 0.00
H 0.8876 1.9499 -0.4911 0.00
H 1.9251 -1.9597 -0.1969 0.00
```

(3)
Below is C35H37BF4P2Pt as an isolated structure at a distorted geometry, with properties calculated with ωB97M-V/def2-TZVPD.

## Properties
spin multiplicity	3
electronic energy	-2582.13094	hartree
Kohn-Sham gap (spin up / spin down)	6.50 / 4.51	eV
net charge	0
LUMO energy (spin up / spin down)	-1.606 / -3.610	eV
HOMO energy (spin up / spin down)	-0.29798 / -0.29853	Eh

The geometry in XYZ format:
```
80
Properties=species:S:1:pos:R:3:lowdin_spin:R:1
Pt 1.0754 -0.7549 -0.1707 0.84
C -0.9145 -0.2943 4.5818 0.00
C -2.0576 -0.3247 3.8873 0.00
C -2.9794 0.8603 3.7562 0.00
C -2.5365 1.8468 2.5995 0.00
C -1.0649 2.1225 2.5975 0.00
C -0.2828 2.1624 3.6900 0.00
C -0.8208 2.1652 5.1241 0.00
C -0.7099 0.7391 5.6733 0.00
C 1.7377 -0.2521 1.6524 0.22
H -0.2267 -1.1550 4.5804 0.00
H -2.4277 -1.2656 3.4748 0.00
H -3.1561 1.4083 4.6978 0.00
H -3.9702 0.4629 3.4739 0.00
H -2.7927 1.3660 1.6206 0.00
H -3.1656 2.7769 2.5652 0.00
H -0.6033 2.2899 1.6017 0.00
H 0.8033 2.1428 3.6261 0.00
H -1.8626 2.5438 5.1594 0.00
H -0.1681 2.7873 5.7642 0.00
H 0.2759 0.5549 6.1042 0.00
H -1.3472 0.6215 6.5875 0.00
H 0.8389 -0.1330 2.2575 0.02
H 2.2696 0.7340 1.5061 0.03
H 2.4373 -0.9727 2.1580 0.03
P -0.1746 -1.7549 -2.5340 0.17
P 1.3698 0.5842 -2.1870 0.21
C -1.0506 -0.2004 -3.0151 0.01
C -0.3089 0.9161 -2.8244 0.01
C -0.5580 -3.0080 -3.8491 0.04
C -1.6892 -2.9321 -4.6731 0.01
C -1.9918 -3.9684 -5.5642 0.00
C -1.1650 -5.0836 -5.6738 0.00
C -0.0252 -5.1520 -4.8727 0.00
C 0.2849 -4.1255 -3.9863 0.01
C -1.1077 -2.3076 -1.1217 0.05
C -0.7441 -1.5653 0.0576 0.06
C -1.4636 -1.8491 1.2505 0.05
C -2.5702 -2.6893 1.2371 0.00
C -2.9153 -3.4063 0.0840 0.05
C -2.1549 -3.2041 -1.0830 0.00
C 2.2184 0.9636 -3.9356 0.05
C 2.0070 0.0705 -5.0005 0.01
C 2.6381 0.2009 -6.2507 0.00
C 3.4695 1.2909 -6.5086 0.01
C 3.5895 2.2740 -5.5195 0.00
C 2.9519 2.1182 -4.2708 0.01
C 1.7930 2.1500 -1.3472 0.03
C 3.0358 2.1272 -0.6885 0.02
C 3.4556 3.2089 0.0904 0.00
C 2.5841 4.2901 0.2947 0.01
C 1.3435 4.3172 -0.3503 0.00
C 0.9480 3.2562 -1.1826 0.01
H -2.0513 -0.2365 -3.4493 0.00
H -0.5950 1.9340 -3.0833 0.00
H -2.3426 -2.0660 -4.6139 0.00
H -2.8878 -3.9107 -6.1780 0.00
H -1.4006 -5.8844 -6.3763 0.00
H 0.6112 -6.0267 -4.9376 0.00
H 1.1765 -4.1852 -3.3701 0.00
H -0.6457 -0.2613 -0.2010 0.03
H -1.1119 -1.2958 2.0969 0.00
H -3.1560 -2.7845 2.1479 0.00
H -3.7695 -4.0888 0.1005 0.00
H -2.4220 -3.7915 -1.9517 0.00
H 1.3371 -0.7729 -4.8611 0.00
H 2.4730 -0.5410 -7.0379 0.00
H 4.0039 1.3789 -7.4681 0.00
H 4.1908 3.1595 -5.7483 0.00
H 3.0645 2.9279 -3.5551 0.00
H 3.6716 1.2439 -0.7744 0.01
H 4.4447 3.2067 0.5577 0.00
H 2.8758 5.1186 0.9486 0.00
H 0.6672 5.1731 -0.2268 0.00
H -0.0242 3.2777 -1.6817 0.00
F 0.8647 0.0312 7.8010 0.00
B -0.0562 -0.1118 8.9355 0.00
F 0.6604 -0.6729 10.0100 0.00
F -0.5699 1.1770 9.2498 0.00
F -1.1298 -0.9519 8.5223 0.00
```